Record 1
# C4H6N2O

An isolated molecule of C4H6N2O (ωB97M-V/def2-TZVPD, the OMol25 dataset).

Summary:
Frontier orbital gap (eV): 8.964
Calculated total energy (Ha): -340.78317
LUMO level (eV): 0.8
HOMO level (eV): -8.2
Structure (SMILES): Cc1c[nH]c(O)n1
Net charge: 0

Last column: Löwdin charge in e.
CARTESIAN COORDINATES (ANGSTROEM)
C 2.066 0.448 0.075  -0.05
C 0.623 0.069 -0.057  -0.35
C 0.078 -1.144 -0.359  -0.07
N -1.298 -0.960 -0.294  0.11
C -1.488 0.332 0.046  -0.49
O -2.743 0.784 0.231  0.09
N -0.378 0.999 0.190  0.15
H 2.153 1.537 0.125  0.07
H 2.667 0.092 -0.768  0.07
H 2.501 0.037 0.994  0.07
H 0.516 -2.110 -0.566  0.11
H -2.029 -1.639 -0.426  0.16
H -2.668 1.555 0.809  0.12

***

Record 2
# C4H6N2O

An isolated molecule of C4H6N2O (ωB97M-V/def2-TZVPD, the OMol25 dataset).

Summary:
Frontier orbital gap (eV): 11.457
Calculated total energy (Ha): -340.74672
LUMO level (eV): 0.7
HOMO level (eV): -10.7
Structure (SMILES): [H]/N=C/OCCC#N
Net charge: 0

Last column: Löwdin charge in e.
CARTESIAN COORDINATES (ANGSTROEM)
N -1.596 1.013 -0.450  0.12
C -1.843 0.035 0.314  -0.31
O -0.977 -0.971 0.523  -0.07
C 0.241 -0.905 -0.215  -0.19
C 1.228 0.045 0.474  -0.15
C 2.337 0.399 -0.414  -0.22
N 3.195 0.682 -1.136  0.14
H -2.385 1.651 -0.485  0.06
H -2.751 -0.139 0.897  0.14
H 0.036 -0.566 -1.234  0.12
H 0.628 -1.926 -0.233  0.13
H 0.706 0.967 0.747  0.11
H 1.628 -0.408 1.387  0.12

***

Record 3
# C4H6N2O

A structure of composition C4H6N2O (ωB97M-V/def2-TZVPD, the OMol25 dataset).

Summary:
Frontier orbital gap (eV): 8.518
Calculated total energy (Ha): -340.59128
LUMO level (eV): 0.6
HOMO level (eV): -7.9
Net charge: 0

Last column: Löwdin charge in e.
CARTESIAN COORDINATES (ANGSTROEM)
N -1.822 -0.241 -0.285  0.17
C -0.532 -0.102 0.111  -0.46
C 0.164 1.220 0.171  -0.03
C 1.388 0.870 0.563  -0.09
C 1.435 -0.669 0.667  -0.05
O 0.681 -0.887 -1.005  -0.16
N 0.051 -0.889 1.107  0.00
H -2.113 0.354 -1.046  0.11
H -2.172 -1.186 -0.361  0.11
H -0.285 2.171 -0.096  0.11
H 2.241 1.513 0.756  0.09
H 1.153 -0.278 -1.612  0.08
H -0.189 -1.876 1.032  0.11

***

Record 4
# C4H6N2O

An isolated molecule of C4H6N2O (ωB97M-V/def2-TZVPD, the OMol25 dataset).

Summary:
Frontier orbital gap (eV): 10.692
Calculated total energy (Ha): -340.74444
LUMO level (eV): 0.9
HOMO level (eV): -9.8
Structure (SMILES): O=C1NC[C@H]2CN12
Net charge: 0

Last column: Löwdin charge in e.
CARTESIAN COORDINATES (ANGSTROEM)
O 1.559 2.129 0.347  0.09
C 0.885 1.144 0.182  -0.52
N 1.282 -0.167 0.342  0.08
C 0.417 -1.140 -0.293  -0.13
C -0.753 -0.226 -0.670  -0.22
C -1.435 0.397 0.476  -0.07
N -0.458 1.163 -0.298  0.04
H 2.226 -0.360 0.626  0.14
H 0.141 -1.949 0.403  0.12
H 0.866 -1.607 -1.180  0.12
H -1.132 -0.195 -1.677  0.14
H -2.469 0.724 0.417  0.11
H -1.105 0.065 1.461  0.12

***

Record 5
# C4H6N2O

An isolated molecule of C4H6N2O (ωB97M-V/def2-TZVPD, the OMol25 dataset).

Summary:
Frontier orbital gap (eV): 10.359
Calculated total energy (Ha): -340.68126
LUMO level (eV): 0.6
HOMO level (eV): -9.8
Structure (SMILES): [H]/N=C(\C)[C@H]1N=C1O
Net charge: 0

Last column: Löwdin charge in e.
CARTESIAN COORDINATES (ANGSTROEM)
C -1.922 -0.215 -0.099  -0.04
C -0.591 0.228 0.466  -0.41
C 0.573 0.328 -0.464  -0.14
C 1.874 -0.244 -0.345  -0.45
O 2.728 -1.112 -0.856  0.13
N 1.873 0.847 0.252  0.22
N -0.394 0.618 1.659  0.14
H -2.709 0.476 0.216  0.08
H -2.172 -1.208 0.286  0.08
H -1.934 -0.268 -1.192  0.07
H 0.321 0.737 -1.450  0.13
H 3.615 -0.761 -0.665  0.13
H -1.262 0.574 2.194  0.06

***

Record 6
# C4H6N2O

A structure of composition C4H6N2O (ωB97M-V/def2-TZVPD, the OMol25 dataset).

Summary:
Frontier orbital gap (eV): 8.633
Calculated total energy (Ha): -340.64141
LUMO level (eV): 0.7
HOMO level (eV): -7.9
Net charge: 0

Last column: Löwdin charge in e.
CARTESIAN COORDINATES (ANGSTROEM)
C 1.581 0.481 0.291  -0.07
C 0.689 0.306 -0.875  -0.37
C 0.294 -1.031 -0.869  -0.09
N -0.908 -1.041 -0.255  0.14
C -1.212 0.296 0.006  -0.53
O -2.385 0.553 0.592  0.10
N -0.423 1.123 -0.591  0.11
H 1.817 1.506 0.571  0.06
H 2.484 -0.164 0.287  0.07
H 0.468 0.222 1.132  0.18
H 0.876 -1.935 -1.015  0.13
H -1.416 -1.844 0.078  0.16
H -2.445 1.517 0.649  0.13

***

Record 7
# C4H6N2O

An isolated molecule of C4H6N2O (ωB97M-V/def2-TZVPD, the OMol25 dataset).

Summary:
Frontier orbital gap (eV): 9.967
Calculated total energy (Ha): -340.74360
LUMO level (eV): 0.8
HOMO level (eV): -9.2
Structure (SMILES): CN=C=CC(N)=O
Net charge: 0

Last column: Löwdin charge in e.
CARTESIAN COORDINATES (ANGSTROEM)
C 1.554 -2.083 -1.147  -0.09
C 0.535 -0.030 -0.638  -0.09
N 1.062 -0.747 -1.460  0.06
O -2.288 0.522 -0.199  0.04
C -1.405 1.055 0.451  -0.57
N -1.678 1.962 1.444  0.14
C 0.043 0.839 0.228  -0.02
H 2.255 -2.394 -1.919  0.07
H 2.057 -2.098 -0.177  0.08
H 0.729 -2.797 -1.123  0.09
H -0.989 2.214 2.133  0.09
H -2.651 2.112 1.664  0.11
H 0.776 1.446 0.742  0.10

***

Record 8
# C4H6N2O

An isolated molecule of C4H6N2O (ωB97M-V/def2-TZVPD, the OMol25 dataset).

Summary:
Frontier orbital gap (eV): 7.928
Calculated total energy (Ha): -340.76106
LUMO level (eV): 0.9
HOMO level (eV): -7.0
Structure (SMILES): Nc1ccc(O)[nH]1
Net charge: 0

Last column: Löwdin charge in e.
CARTESIAN COORDINATES (ANGSTROEM)
N 2.189 -0.507 -0.575  0.08
C 0.822 -0.219 -0.388  -0.39
C -0.247 -0.161 -1.237  -0.06
C -1.391 0.259 -0.462  -0.05
C -0.950 0.424 0.818  -0.40
O -1.543 0.787 1.987  0.06
N 0.386 0.122 0.877  0.13
H 2.342 -0.920 -1.487  0.08
H 2.517 -1.165 0.125  0.08
H -0.239 -0.396 -2.295  0.09
H -2.409 0.379 -0.811  0.10
H -2.455 1.032 1.791  0.11
H 0.978 0.366 1.657  0.16

***

Record 9
# C4H6N2O

An isolated molecule of C4H6N2O (ωB97M-V/def2-TZVPD, the OMol25 dataset).

Summary:
Frontier orbital gap (eV): 9.014
Calculated total energy (Ha): -340.71811
LUMO level (eV): 1.0
HOMO level (eV): -8.1
Structure (SMILES): COc1c[nH]cn1
Net charge: 0

Last column: Löwdin charge in e.
CARTESIAN COORDINATES (ANGSTROEM)
C 2.149 0.461 -0.471  -0.03
O 1.382 -0.860 -0.413  -0.06
C 0.101 -0.619 -0.082  -0.39
C -1.063 -1.341 0.108  -0.02
N -2.002 -0.355 0.441  0.03
C -1.378 0.833 0.430  -0.20
N -0.135 0.697 0.125  0.06
H 2.447 0.495 -1.508  0.08
H 2.926 0.289 0.258  0.08
H 1.718 1.456 -0.239  0.08
H -1.371 -2.379 0.060  0.11
H -2.974 -0.477 0.653  0.14
H -1.800 1.800 0.637  0.12

***

Record 10
# C4H6N2O

An isolated molecule of C4H6N2O (ωB97M-V/def2-TZVPD, the OMol25 dataset).

Summary:
Frontier orbital gap (eV): 11.555
Calculated total energy (Ha): -340.72580
LUMO level (eV): 0.2
HOMO level (eV): -11.4
Structure (SMILES): [H]/N=C(\C#N)OCC
Net charge: 0

Last column: Löwdin charge in e.
CARTESIAN COORDINATES (ANGSTROEM)
C 1.587 -0.460 0.559  -0.07
C 0.854 0.843 0.289  -0.22
O 0.111 0.821 -0.947  -0.06
C -1.149 0.350 -0.917  -0.47
N -2.144 1.127 -0.912  0.21
C -1.272 -1.114 -0.964  -0.12
N -1.406 -2.263 -0.996  0.17
H 2.219 -0.728 -0.292  0.08
H 2.224 -0.344 1.442  0.08
H 0.895 -1.287 0.747  0.07
H 1.556 1.672 0.156  0.12
H 0.179 1.097 1.114  0.12
H -3.017 0.601 -0.965  0.08

***

Record 11
# C4H6N2O

An isolated molecule of C4H6N2O (ωB97M-V/def2-TZVPD, the OMol25 dataset).

Summary:
Frontier orbital gap (eV): 8.957
Calculated total energy (Ha): -340.78499
LUMO level (eV): 0.8
HOMO level (eV): -8.1
Structure (SMILES): Cc1c[nH]c(O)n1
Net charge: 0

Last column: Löwdin charge in e.
CARTESIAN COORDINATES (ANGSTROEM)
C -2.075 -0.378 0.055  -0.05
C -0.611 -0.091 -0.067  -0.35
C 0.065 0.488 -1.100  -0.06
N 1.399 0.521 -0.701  0.11
C 1.431 -0.022 0.535  -0.49
O 2.595 -0.102 1.201  0.09
N 0.264 -0.414 0.959  0.15
H -2.349 -0.449 1.111  0.07
H -2.347 -1.323 -0.425  0.07
H -2.671 0.415 -0.403  0.07
H -0.248 0.855 -2.066  0.11
H 2.174 0.951 -1.176  0.15
H 2.373 -0.452 2.076  0.12

***

Record 12
# C4H6N2O

An isolated molecule of C4H6N2O (ωB97M-V/def2-TZVPD, the OMol25 dataset).

Summary:
Frontier orbital gap (eV): 9.809
Calculated total energy (Ha): -340.74069
LUMO level (eV): 1.1
HOMO level (eV): -8.7
Structure (SMILES): COc1cc[nH]n1
Net charge: 0

Last column: Löwdin charge in e.
CARTESIAN COORDINATES (ANGSTROEM)
C -2.257 0.481 0.183  -0.09
O -1.410 -0.649 -0.005  -0.07
C -0.097 -0.359 -0.109  -0.40
N 0.325 0.872 -0.327  0.09
N 1.669 0.769 -0.302  -0.04
C 2.098 -0.498 -0.105  -0.11
C 0.976 -1.283 0.027  0.00
H -3.265 0.088 0.330  0.09
H -1.946 1.052 1.066  0.09
H -2.242 1.152 -0.683  0.08
H 2.206 1.561 -0.608  0.15
H 3.153 -0.726 -0.024  0.11
H 0.937 -2.350 0.192  0.10

***

Record 13
# C4H6N2O

A structure of composition C4H6N2O (ωB97M-V/def2-TZVPD, the OMol25 dataset).

Summary:
Frontier orbital gap (alpha / beta) (eV): 7.217 / 7.215
Calculated total energy (Ha): -340.64872
LUMO level (alpha / beta) (eV): -0.7 / -0.7
HOMO level (alpha / beta) (eV): -7.9 / -7.9
Net charge: 0

Last column: Löwdin charge in e.
CARTESIAN COORDINATES (ANGSTROEM)
C -1.632 -0.287 -0.241  -0.03
C -0.410 -0.339 0.664  -0.56
C 0.853 0.948 0.009  -0.23
C 1.519 -0.190 -0.538  -0.05
N 1.272 2.082 0.352  0.13
N 0.771 -1.189 -0.149  0.15
O -0.494 -0.475 1.872  0.01
H 0.518 2.674 0.709  0.06
H 1.074 -2.158 -0.102  0.15
H 2.350 -0.253 -1.239  0.13
H -2.207 0.602 0.016  0.08
H -1.359 -0.248 -1.295  0.07
H -2.254 -1.167 -0.058  0.08

***

Record 14
# C4H6N2O

A structure of composition C4H6N2O (ωB97M-V/def2-TZVPD, the OMol25 dataset).

Summary:
Frontier orbital gap (eV): 7.850
Calculated total energy (Ha): -340.61111
LUMO level (eV): -0.2
HOMO level (eV): -8.0
Net charge: 0

Last column: Löwdin charge in e.
CARTESIAN COORDINATES (ANGSTROEM)
C -2.461 0.159 -0.134  -0.06
C -0.989 -0.078 -0.254  -0.42
N -0.550 -0.848 -1.225  0.09
O 0.839 -0.882 -1.076  -0.05
C 1.037 -0.094 0.009  -0.47
N 2.428 0.082 0.460  0.22
C 0.017 0.485 0.644  0.00
H -3.013 -0.388 -0.903  0.07
H -2.806 -0.155 0.856  0.08
H -2.675 1.229 -0.223  0.08
H 3.046 0.560 -0.203  0.17
H 2.890 -0.772 0.788  0.17
H 2.239 0.700 1.262  0.15

***

Record 15
# C4H6N2O

An isolated molecule of C4H6N2O (ωB97M-V/def2-TZVPD, the OMol25 dataset).

Summary:
Frontier orbital gap (eV): 9.045
Calculated total energy (Ha): -340.76814
LUMO level (eV): 0.9
HOMO level (eV): -8.1
Structure (SMILES): Cc1cnc(N)o1
Net charge: 0

Last column: Löwdin charge in e.
CARTESIAN COORDINATES (ANGSTROEM)
C 0.322 -2.204 -0.119  -0.03
C 0.037 -0.769 0.168  -0.30
C 0.664 0.014 1.064  -0.11
N 0.395 1.349 0.835  0.11
C -0.380 1.324 -0.200  -0.48
N -0.786 2.460 -0.860  0.15
O -0.671 0.092 -0.677  0.10
H 1.087 -2.286 -0.901  0.08
H 0.763 -2.584 0.810  0.08
H -0.511 -2.863 -0.379  0.08
H 1.338 -0.302 1.844  0.11
H -1.698 2.497 -1.287  0.10
H -0.559 3.272 -0.299  0.10

***

Record 16
# C4H6N2O

An isolated molecule of C4H6N2O (ωB97M-V/def2-TZVPD, the OMol25 dataset).

Summary:
Frontier orbital gap (eV): 11.373
Calculated total energy (Ha): -340.72906
LUMO level (eV): 0.7
HOMO level (eV): -10.7
Structure (SMILES): [H]/N=C/OCCC#N
Net charge: 0

Last column: Löwdin charge in e.
CARTESIAN COORDINATES (ANGSTROEM)
N -1.840 0.823 -0.870  0.14
C -1.699 0.207 0.220  -0.33
O -1.073 -0.991 0.343  -0.09
C 0.227 -1.106 -0.222  -0.18
C 1.185 -0.123 0.500  -0.14
C 2.076 0.640 -0.374  -0.22
N 2.811 1.261 -1.016  0.14
H -2.345 1.692 -0.693  0.06
H -2.041 0.557 1.198  0.13
H 0.219 -0.955 -1.305  0.12
H 0.524 -2.135 -0.011  0.13
H 0.597 0.599 1.074  0.11
H 1.812 -0.652 1.223  0.12

***

Record 17
# C4H6N2O

An isolated molecule of C4H6N2O (ωB97M-V/def2-TZVPD, the OMol25 dataset).

Summary:
Frontier orbital gap (alpha / beta) (eV): 8.408 / 8.408
Calculated total energy (Ha): -340.67101
LUMO level (alpha / beta) (eV): 0.6 / 0.6
HOMO level (alpha / beta) (eV): -7.8 / -7.8
Structure (SMILES): COc1cnc[nH]1
Net charge: 0

Last column: Löwdin charge in e.
CARTESIAN COORDINATES (ANGSTROEM)
C 0.767 0.799 1.856  -0.11
O -0.221 0.656 0.874  -0.15
C -0.269 -0.547 0.130  -0.28
C 0.782 -0.463 -0.767  -0.13
N 0.391 -0.348 -2.037  0.08
C -0.932 -0.487 -1.968  -0.17
N -1.397 -0.605 -0.712  0.11
H 1.708 0.225 1.745  0.09
H 0.292 0.521 2.792  0.08
H 1.009 1.865 1.829  0.10
H 1.794 -0.277 -0.428  0.11
H -1.558 -0.555 -2.843  0.12
H -2.366 -0.784 -0.473  0.16

***

Record 18
# C4H6N2O

An isolated molecule of C4H6N2O (ωB97M-V/def2-TZVPD, the OMol25 dataset).

Summary:
Frontier orbital gap (eV): 8.357
Calculated total energy (Ha): -340.75042
LUMO level (eV): 0.9
HOMO level (eV): -7.4
Structure (SMILES): Nc1cc[nH]c1O
Net charge: 0

Last column: Löwdin charge in e.
CARTESIAN COORDINATES (ANGSTROEM)
N -1.875 0.704 0.094  0.08
C -0.498 0.371 -0.001  -0.30
C -0.075 -0.900 -0.265  -0.37
O -0.879 -1.998 -0.229  0.06
N 1.292 -0.946 -0.207  0.08
C 1.750 0.312 0.098  -0.13
C 0.665 1.144 0.252  -0.05
H -2.370 0.411 -0.744  0.09
H -1.990 1.708 0.163  0.08
H -1.364 -1.763 0.584  0.12
H 1.848 -1.759 -0.417  0.16
H 2.806 0.529 0.138  0.10
H 0.691 2.188 0.534  0.10

***

Record 19
# C4H6N2O

An isolated molecule of C4H6N2O (ωB97M-V/def2-TZVPD, the OMol25 dataset).

Summary:
Frontier orbital gap (eV): 8.164
Calculated total energy (Ha): -340.62466
LUMO level (eV): -0.3
HOMO level (eV): -8.5
Structure (SMILES): CC(=C=CN)N=O
Net charge: 0

Last column: Löwdin charge in e.
CARTESIAN COORDINATES (ANGSTROEM)
C -2.331 -0.035 0.013  -0.07
C -0.881 -0.061 -0.383  -0.32
N -0.695 -0.326 -1.821  -0.01
O 0.440 -0.549 -2.157  -0.02
C 1.433 0.542 0.590  -0.20
N 2.472 -0.272 1.021  0.05
C 0.183 0.205 0.341  0.03
H -2.930 -0.564 -0.735  0.07
H -2.496 -0.491 0.992  0.08
H -2.697 0.998 0.058  0.08
H 3.380 0.154 0.904  0.08
H 2.452 -1.205 0.631  0.09
H 1.669 1.605 0.546  0.12

***

| no. | strongest force on any atom (Eh/bohr) |
| --- | --- |
| 1 | 0.0063 |
| 2 | 0.0216 |
| 3 | 0.0164 |
| 4 | 0.0187 |
| 5 | 0.0154 |
| 6 | 0.0753 |
| 7 | 0.0185 |
| 8 | 0.0058 |
| 9 | 0.0285 |
| 10 | 0.0232 |
| 11 | 0.0047 |
| 12 | 0.0052 |
| 13 | 0.0291 |
| 14 | 0.0098 |
| 15 | 0.0091 |
| 16 | 0.0212 |
| 17 | 0.0328 |
| 18 | 0.0207 |
| 19 | 0.0117 |